[1]
C4H2BrNS | ωB97M-V/def2-TZVPD

Geometry as XYZ:
```
9
Properties=species:S:1:pos:R:3:forces:R:3
C 0.958 -0.030 -0.970 -0.7 1.8 4.8
C -0.103 0.434 -0.232 5.1 -1.0 -3.3
C -1.085 0.793 0.426 -3.2 -2.5 1.7
C -2.353 -2.032 0.935 -0.3 -0.8 0.1
N -1.884 -0.977 0.800 1.1 3.4 -0.1
S 2.670 -0.363 -0.542 -0.6 -0.3 -0.7
Br -2.171 2.105 1.065 0.3 -0.2 -0.2
H 0.884 -0.357 -1.934 -0.8 -0.6 -2.5
H 3.083 0.426 0.452 -0.8 0.3 0.3
```
Positions in Å, forces in eV/Å.

Maximum force in eV/Å: 6.19
Calculated total energy in Ha: -3180.3598
Highest occupied orbital energy in eV: -9.481
Orbital gap in eV: 7.85
Energy relative to the best compared isomer or geometry (same formula, charge and spin) in kJ/mol: 329.4

These are the Mulliken partial charges, in e, on atoms 1 to 2: -0.547 0.446

=====

[2]
C23H28F24O7S2 | ωB97M-V/def2-TZVPD

Geometry as XYZ:
```
84
Properties=species:S:1:pos:R:3:forces:R:3
C 0.982 -4.577 -3.405 -0.4 0.4 -1.0
C 0.961 -3.503 -2.311 -0.2 0.1 0.0
C 2.420 -3.223 -2.043 0.3 -0.5 0.3
S 3.096 -2.898 -3.665 -0.1 -0.9 1.1
O 4.509 -3.179 -3.596 -0.1 0.2 -0.6
O 2.601 -1.652 -4.174 -0.1 0.4 -0.3
C 2.153 -4.278 -4.367 1.4 -1.0 -0.1
H 0.047 -4.566 -3.965 0.0 -0.1 0.1
H 1.135 -5.583 -3.020 -0.1 0.1 0.3
H 0.413 -3.811 -1.424 0.1 -0.1 0.0
H 0.467 -2.610 -2.697 0.0 0.0 0.0
H 2.884 -4.175 -1.764 0.2 0.1 0.0
H 2.738 -2.503 -1.293 -0.3 0.4 -0.2
H 2.871 -5.106 -4.320 0.0 0.1 0.3
H 2.031 -4.230 -5.449 -0.7 0.7 0.1
C -0.921 1.697 0.064 -1.0 -0.3 0.1
C -0.630 1.597 -1.449 -0.8 0.5 -0.3
C 0.220 0.379 -1.780 1.4 0.7 0.8
S 0.874 -0.245 -0.199 -0.9 -0.1 0.1
O 2.313 -0.283 -0.129 0.0 0.2 -0.2
O 0.160 -1.479 0.064 0.0 0.0 0.2
C 0.200 1.068 0.860 0.9 -0.3 -0.8
H -1.883 1.197 0.208 0.2 -0.3 0.4
H -1.102 2.722 0.385 0.2 0.1 -0.1
H -0.205 2.532 -1.821 0.5 -0.2 0.1
H -1.578 1.544 -1.989 0.0 -0.1 0.1
H 1.122 0.720 -2.288 -0.1 -0.5 -0.5
H -0.258 -0.482 -2.229 -0.1 0.1 -0.3
H 1.028 1.763 1.000 0.0 0.0 0.1
H -0.011 0.563 1.792 -0.4 0.1 0.2
C 0.862 -1.545 3.797 1.0 -0.7 1.0
C -0.425 -2.283 4.033 -0.7 0.4 -1.0
C -0.271 -3.796 3.987 0.5 -0.6 0.6
F 0.465 -4.150 2.913 0.0 0.1 -0.2
F 0.425 -4.198 5.093 -0.2 0.1 -0.1
F -0.991 -1.897 5.197 0.1 -0.3 0.2
F -1.331 -1.982 3.053 0.0 0.1 0.0
O 0.606 -0.165 3.965 -1.1 -0.1 -0.3
C 1.644 0.627 4.196 1.1 0.3 -0.6
C 1.176 2.047 4.465 -0.1 1.6 1.0
F 2.243 2.852 4.695 0.5 -0.3 -0.2
F 0.501 2.622 3.444 -0.1 -0.7 -0.1
F 2.353 0.216 5.275 0.1 0.0 0.2
F 2.521 0.630 3.151 -0.2 -0.1 0.2
H 1.348 -1.804 2.857 -0.4 0.2 -0.3
H 1.528 -1.908 4.592 0.0 0.2 -0.1
H -1.220 -4.330 3.951 -0.1 0.2 0.1
H 0.596 2.118 5.386 -0.4 -0.4 -0.2
C 4.578 4.804 -2.370 0.3 0.8 -0.3
C 3.213 5.172 -1.819 0.2 0.4 0.7
C 2.593 4.052 -1.001 -1.0 -1.5 0.0
F 3.424 3.514 -0.077 0.3 0.6 -0.1
F 1.479 4.473 -0.350 0.1 0.4 0.0
F 3.357 6.275 -1.033 0.2 0.0 0.0
F 2.348 5.529 -2.792 -0.1 -0.3 -0.2
O 4.633 3.460 -2.787 -0.1 -0.3 0.5
C 4.688 3.186 -4.119 -0.1 0.4 0.2
C 6.112 3.291 -4.660 0.8 -0.4 0.5
F 6.832 2.320 -4.024 -0.1 0.1 -0.2
F 6.126 3.049 -5.973 0.0 -0.1 -0.4
F 4.264 1.940 -4.271 -0.3 -0.1 -0.2
F 3.868 4.033 -4.794 0.1 -0.2 -0.3
H 5.318 4.981 -1.591 0.0 -0.2 0.1
H 4.770 5.506 -3.186 0.0 -0.1 0.0
H 2.286 3.223 -1.647 0.1 0.2 -0.2
H 6.633 4.227 -4.450 -0.4 0.2 -0.1
C -5.719 -1.675 1.646 -0.6 -1.1 -0.9
C -4.940 -1.028 0.500 0.4 -0.3 0.5
C -5.399 0.379 0.182 -1.3 1.1 -0.6
F -5.030 1.247 1.144 0.5 -0.1 0.2
F -4.926 0.825 -1.011 0.5 -0.3 0.2
F -3.619 -1.053 0.809 0.1 0.3 -0.1
F -5.086 -1.792 -0.613 -0.1 0.1 -0.1
O -6.548 -0.770 2.345 0.6 0.5 0.4
C -7.751 -1.250 2.717 0.3 -0.4 0.5
C -8.352 -0.280 3.729 -0.1 0.4 0.1
F -8.532 0.924 3.135 -0.3 -0.2 -0.1
F -9.529 -0.778 4.156 -0.1 0.2 -0.2
F -8.534 -1.460 1.646 -0.3 0.0 0.0
F -7.635 -2.458 3.353 0.0 0.2 -0.2
H -5.027 -2.225 2.281 0.0 0.3 0.3
H -6.366 -2.416 1.171 0.1 -0.1 0.0
H -6.490 0.446 0.118 0.1 -0.4 0.0
H -7.705 -0.120 4.591 0.2 -0.2 -0.1
```
Positions in Å, forces in eV/Å.

Maximum force in eV/Å: 1.88
Calculated total energy in Ha: -4613.0403
Highest occupied orbital energy in eV: -10.027
SMILES: FC(F)C(F)(F)COC(F)(F)C(F)F.FC(F)C(F)(F)COC(F)(F)C(F)F.FC(F)C(F)(F)COC(F)(F)C(F)F.O=S1(=O)CCCC1.O=S1(=O)CCCC1
Orbital gap in eV: 10.40

These are the Mulliken partial charges, in e, on atoms 1 to 2: -0.842 -0.121

=====

[3]
C6H9NO | ωB97M-V/def2-TZVPD

Geometry as XYZ:
```
17
Properties=species:S:1:pos:R:3:forces:R:3
C -0.124 -0.127 0.781 0.0 0.9 0.8
C -1.430 -0.564 0.213 0.0 -0.2 -0.6
C 0.446 -0.907 1.920 0.1 0.0 0.0
N 0.419 1.063 0.522 -0.3 -1.1 -0.7
C 0.253 1.905 -0.517 0.2 0.8 0.7
C 0.222 0.362 -2.215 0.0 1.0 -0.3
C 0.784 -0.465 -2.878 -0.5 0.2 0.3
O -0.368 1.424 -1.665 0.0 -1.3 -0.4
H 1.139 1.362 1.168 0.1 0.0 0.0
H 1.042 2.620 -0.689 0.0 0.0 0.1
H -1.286 -1.364 -0.531 -0.2 0.2 0.1
H -0.338 -1.270 2.588 0.0 0.0 0.0
H -2.073 -0.966 1.007 0.2 0.1 -0.1
H -1.958 0.257 -0.278 0.1 -0.1 0.1
H 1.141 -0.312 2.520 0.0 0.0 -0.1
H 0.993 -1.784 1.555 0.0 0.0 0.1
H 1.139 -1.236 -3.500 0.3 -0.3 -0.1
```
Positions in Å, forces in eV/Å.

Maximum force in eV/Å: 1.37
Calculated total energy in Ha: -363.8314
Highest occupied orbital energy in eV: -6.617
Orbital gap in eV: 7.43
Energy relative to the best compared isomer or geometry (same formula, charge and spin) in kJ/mol: 506.2

These are the Mulliken partial charges, in e, on atoms 1 to 2: 0.752 -1.306

=====

[4]
C2BrClFIO | ωB97M-V/def2-TZVPD

Geometry as XYZ:
```
7
Properties=species:S:1:pos:R:3:forces:R:3
C -0.951 -0.091 1.003 -0.2 0.5 -0.4
C -0.338 -0.517 -0.248 0.5 0.2 -0.4
O -0.531 0.707 1.785 0.5 -0.2 -0.1
F -1.101 -1.089 -1.169 0.5 0.3 0.4
Cl -2.499 -0.827 1.198 -0.9 -0.4 0.3
Br 3.822 1.825 -1.827 -0.3 -0.1 0.1
I 1.598 -0.008 -0.742 -0.2 -0.3 0.1
```
Positions in Å, forces in eV/Å.

Maximum force in eV/Å: 1.04
Calculated total energy in Ha: -3583.1204
Highest occupied orbital energy (alpha / beta) in eV: -10.818 / -9.495
Orbital gap (alpha / beta) in eV: 8.57 / 5.57
Energy relative to the best compared isomer or geometry (same formula, charge and spin) in kJ/mol: 213.9

These are the Mulliken partial charges, in e, on atoms 1 to 2: 0.761 -0.180

=====

[5]
C5H15N3 | ωB97M-V/def2-TZVPD

Geometry as XYZ:
```
23
Properties=species:S:1:pos:R:3:forces:R:3
C 0.141 -1.529 -0.340 -0.7 -1.2 -0.5
N 0.829 -0.308 -0.539 -1.8 1.8 2.5
C 0.378 0.633 0.424 0.6 -0.7 1.8
C -1.180 0.967 0.429 0.4 -0.5 -3.7
C -1.580 2.149 1.215 -1.2 3.7 2.1
N -2.216 1.833 2.519 3.6 0.8 -2.0
C 0.544 -2.619 -1.284 2.5 -1.5 0.2
N 1.966 -3.050 -0.958 -1.9 -0.3 -1.1
H -0.904 -1.397 -0.588 -0.9 0.6 -0.1
H 0.032 -2.037 0.676 0.7 1.2 -0.5
H 2.260 3.093 -1.609 0.4 0.5 0.4
H 0.770 1.623 0.398 1.1 0.5 -0.8
H 0.476 0.359 1.551 0.1 -0.4 -1.3
H -1.734 0.167 0.770 -0.9 -2.2 0.7
H -1.408 1.078 -0.668 -0.1 0.1 0.8
H 2.626 3.643 -1.226 -0.4 -0.5 -0.4
H -2.316 2.757 0.516 1.0 -1.1 1.3
H -0.734 2.860 1.393 -0.3 -0.7 -0.1
H -3.146 1.711 2.279 -2.6 -0.8 -0.4
H 0.554 -2.406 -2.387 -0.3 0.3 1.1
H -0.173 -3.446 -1.090 0.7 0.2 -0.4
H 2.151 -3.662 -0.177 0.0 0.5 -0.2
H 2.665 -2.420 -1.304 0.2 -0.1 0.4
```
Positions in Å, forces in eV/Å.

Maximum force in eV/Å: 4.45
Calculated total energy in Ha: -363.4543
Highest occupied orbital energy in eV: -7.321
Orbital gap in eV: 4.10
Energy relative to the best compared isomer or geometry (same formula, charge and spin) in kJ/mol: 873.7

These are the Mulliken partial charges, in e, on atoms 1 to 2: -0.158 -0.376

=====

[6]
C4H8O3S | ωB97M-V/def2-TZVPD

Geometry as XYZ:
```
16
Properties=species:S:1:pos:R:3:forces:R:3
C -1.580 0.631 0.897 0.0 -0.2 0.1
C -1.537 1.425 -0.384 0.1 0.1 -0.1
C -0.723 0.182 -0.226 1.1 0.4 0.3
C 2.023 -1.862 0.324 -1.3 2.8 -0.2
O 1.367 1.383 1.043 -0.1 -0.2 0.1
O 1.569 0.858 -1.376 0.0 -0.2 0.0
O -0.943 -0.976 -0.917 -0.2 -0.4 -0.2
S 1.117 0.482 -0.055 0.3 -2.2 0.0
H -1.081 1.043 1.760 0.1 0.1 0.0
H -2.465 0.055 1.121 -0.1 -0.1 -0.1
H -2.390 1.379 -1.046 0.0 -0.2 0.0
H -1.019 2.372 -0.387 0.1 0.1 0.1
H 1.598 -2.359 -0.524 -0.1 -0.2 -0.3
H 3.074 -1.659 0.304 0.3 0.2 -0.1
H 1.591 -2.072 1.285 -0.1 -0.1 0.2
H -0.602 -0.883 -1.818 -0.1 0.1 0.1
```
Positions in Å, forces in eV/Å.

Maximum force in eV/Å: 3.11
Calculated total energy in Ha: -780.9895
Highest occupied orbital energy (alpha / beta) in eV: -9.126 / -9.127
Orbital gap (alpha / beta) in eV: 8.53 / 8.53
Energy relative to the best compared isomer or geometry (same formula, charge and spin) in kJ/mol: 377.4

These are the Mulliken partial charges, in e, on atoms 1 to 2: -0.540 -0.696

=====

Among the records above, which one has the highest calculated total energy? C5H15N3

=====

Among the records above, which one has the highest maximum force? C4H2BrNS